1.
{
  "formula": "C29H26N7O2Ru",
  "method": "ωB97M-V/def2-TZVPD",
  "elements": ["Ru", "C", "C", "C", "C", "N", "C", "N", "C", "N", "C", "N", "C", "C", "C", "C", "C", "N", "C", "C", "C", "C", "C", "C", "H", "H", "H", "H", "H", "H", "H", "H", "H", "H", "H", "H", "C", "N", "C", "C", "C", "O", "N", "C", "O", "H", "H", "H", "H", "H", "C", "C", "C", "C", "C", "C", "H", "H", "H", "H", "H", "H", "H", "H", "H"],
  "xyz": [[0.159, 0.150, -0.037], [0.828, 1.404, 3.936], [0.191, 0.459, 4.769], [-0.495, -0.572, 4.205], [-0.580, -0.721, 2.789], [0.088, 0.200, 2.000], [0.749, 1.230, 2.588], [-1.304, -1.735, 2.350], [-1.564, -2.063, 1.098], [-1.111, -1.422, -0.034], [-1.592, -2.055, -1.158], [-1.357, -1.719, -2.412], [-0.607, -0.727, -2.863], [-0.530, -0.598, -4.280], [0.194, 0.395, -4.865], [0.890, 1.309, -4.050], [0.821, 1.154, -2.697], [0.103, 0.176, -2.086], [-2.401, -3.159, -0.731], [-3.113, -4.124, -1.439], [-3.797, -5.080, -0.716], [-3.779, -5.085, 0.688], [-3.077, -4.135, 1.402], [-2.381, -3.165, 0.683], [1.372, 2.243, 4.341], [0.243, 0.559, 5.845], [-1.015, -1.314, 4.791], [1.222, 1.932, 1.911], [-1.083, -1.327, -4.851], [0.239, 0.480, -5.943], [1.474, 2.116, -4.465], [1.344, 1.834, -2.041], [-3.123, -4.119, -2.521], [-4.359, -5.843, -1.239], [-4.330, -5.851, 1.220], [-3.063, -4.137, 2.483], [-4.871, 2.696, 0.413], [-3.439, 2.847, 0.203], [-2.847, 4.055, 0.014], [-1.518, 4.199, -0.154], [-0.692, 3.013, -0.111], [0.547, 3.004, -0.164], [-1.341, 1.818, 0.012], [-2.677, 1.665, 0.212], [-3.233, 0.595, 0.392], [-5.343, 3.675, 0.392], [-5.054, 2.214, 1.372], [-5.294, 2.063, -0.365], [-3.512, 4.909, 0.020], [-1.065, 5.167, -0.295], [5.309, 1.243, 0.846], [4.817, 0.087, -0.038], [5.295, 0.286, -1.484], [5.317, -1.257, 0.510], [3.353, 0.090, -0.032], [2.134, 0.119, -0.022], [6.400, 1.271, 0.857], [4.954, 1.116, 1.869], [4.938, 2.195, 0.467], [6.386, 0.292, -1.521], [4.927, 1.233, -1.879], [4.930, -0.520, -2.122], [6.409, -1.281, 0.514], [4.953, -2.079, -0.107], [4.962, -1.407, 1.529]],
  "forces_ev_per_a": [[-0.038, 0.670, -0.048], [-0.260, -0.359, 0.991], [0.348, 0.548, -0.053], [-0.218, -0.285, -0.291], [0.646, 0.931, 0.020], [0.133, 0.271, 1.112], [-0.334, -0.581, -0.953], [0.035, -0.048, 1.102], [-0.224, -0.232, -2.322], [-0.845, -1.129, 0.087], [-0.195, -0.201, 2.181], [-0.005, -0.047, -1.033], [0.678, 0.854, -0.003], [-0.229, -0.234, 0.258], [0.372, 0.468, 0.035], [-0.253, -0.314, -0.883], [-0.388, -0.542, 0.876], [0.154, 0.216, -1.080], [0.204, 0.256, -0.006], [-0.201, -0.275, 0.026], [0.066, 0.108, -0.396], [0.080, 0.108, 0.396], [-0.217, -0.296, -0.022], [0.208, 0.283, 0.007], [0.001, 0.011, 0.009], [-0.006, -0.010, -0.007], [-0.002, -0.019, 0.048], [-0.042, -0.109, -0.128], [-0.014, -0.011, -0.042], [-0.014, -0.005, 0.009], [0.005, 0.000, -0.026], [-0.045, -0.058, 0.187], [-0.006, 0.001, -0.001], [0.001, 0.001, 0.011], [0.001, 0.001, -0.009], [0.002, 0.006, 0.003], [0.061, -0.050, -0.011], [-0.031, -0.179, 0.031], [0.132, 0.148, -0.002], [-0.082, 0.121, 0.012], [-0.029, -0.188, 0.092], [-0.098, 0.212, -0.104], [0.238, -0.506, 0.021], [0.056, 0.373, -0.119], [-0.037, -0.062, 0.032], [0.027, 0.033, -0.007], [-0.043, 0.020, -0.003], [-0.040, 0.017, 0.012], [-0.039, -0.021, -0.021], [-0.005, 0.012, 0.019], [0.037, -0.067, -0.047], [0.013, 0.010, -0.044], [0.059, -0.022, 0.090], [0.028, 0.066, -0.025], [-0.372, -0.042, 0.053], [0.614, 0.144, -0.036], [0.031, -0.004, -0.002], [0.006, 0.013, 0.002], [0.003, 0.006, 0.018], [0.034, 0.004, -0.008], [0.005, -0.001, -0.012], [0.001, 0.006, -0.007], [0.029, 0.014, -0.006], [0.001, -0.010, 0.017], [0.002, -0.020, -0.004]],
  "lowdin_spin": [2.2858, 0.1251, 0.0246, 0.0936, 0.0328, 0.1079, 0.0347, 0.2925, 0.1703, 0.2218, 0.1661, 0.2865, 0.0308, 0.0913, 0.0249, 0.1208, 0.0341, 0.1034, 0.0662, 0.0165, 0.0350, 0.0338, 0.0174, 0.0658, 0.0063, -0.0013, 0.0023, 0.0021, 0.0022, -0.0013, 0.0061, 0.0016, 0.0002, 0.0015, 0.0014, 0.0002, 0.0009, 0.0036, 0.0008, 0.0022, 0.0119, 0.0502, 0.1005, 0.0124, 0.0090, 0.0002, 0.0000, 0.0000, 0.0001, 0.0008, 0.0080, 0.0233, 0.0067, 0.0086, 0.1730, 0.0796, 0.0012, 0.0003, 0.0003, 0.0009, 0.0004, 0.0003, 0.0013, 0.0004, 0.0003],
  "homo_lumo_gap_ev": [6.008, 4.327],
  "spin_multiplicity": 6,
  "mol_weight_g_mol": 605.64,
  "energy_ev": -47600.0910,
  "e_lumo_ev": [0.31, -3.66],
  "e_homo_ev": [-5.7, -8.0],
  "e_above_lowest_ev": 0.327,
  "largest_force_ev_per_a": 2.3
}



2.
{
  "formula": "C29H27Cl2MnN7O3S",
  "method": "ωB97M-V/def2-TZVPD",
  "elements": ["Mn", "N", "C", "C", "N", "C", "C", "N", "C", "C", "N", "H", "H", "H", "H", "H", "H", "O", "C", "O", "C", "C", "C", "C", "C", "C", "S", "H", "H", "H", "H", "C", "C", "N", "C", "C", "C", "O", "C", "C", "C", "C", "N", "C", "H", "H", "H", "H", "H", "H", "H", "H", "H", "H", "H", "H", "H", "H", "Cl", "C", "C", "C", "C", "C", "Cl", "C", "N", "H", "H", "H"],
  "xyz": [[0.148, 1.307, 0.353], [-0.686, 3.011, 4.277], [-0.289, 4.165, 3.636], [-0.188, 3.840, 2.319], [-0.495, 2.519, 2.142], [-0.801, 2.043, 3.332], [-1.271, 0.692, 3.531], [-1.606, -0.049, 2.507], [-2.095, -1.213, 3.021], [-2.007, -1.189, 4.384], [-1.489, 0.046, 4.709], [-0.733, 2.875, 5.270], [-0.092, 5.075, 4.173], [0.098, 4.441, 1.473], [-2.402, -2.024, 2.382], [-2.208, -1.930, 5.137], [-1.032, 0.259, 5.583], [1.743, 0.508, -3.434], [1.240, 1.267, -2.583], [1.235, 0.983, -1.345], [0.632, 2.561, -3.095], [1.017, 2.916, -4.393], [0.558, 4.054, -5.027], [-0.343, 4.871, -4.347], [-0.743, 4.535, -3.074], [-0.272, 3.385, -2.400], [-0.908, 3.148, -0.793], [1.700, 2.239, -4.889], [0.887, 4.296, -6.031], [-0.735, 5.771, -4.812], [-1.447, 5.165, -2.542], [0.967, -3.497, -4.865], [0.684, -4.299, -3.600], [0.175, -3.457, -2.527], [1.056, -3.246, -1.381], [2.290, -2.413, -1.691], [-1.117, -3.052, -2.623], [-1.867, -3.522, -3.482], [-1.629, -1.985, -1.712], [-2.999, -1.916, -1.469], [-3.489, -0.847, -0.746], [-2.607, 0.128, -0.296], [-1.295, 0.064, -0.511], [-0.825, -0.970, -1.217], [1.396, -4.141, -5.638], [1.659, -2.681, -4.653], [0.043, -3.067, -5.246], [1.602, -4.761, -3.232], [-0.038, -5.092, -3.807], [1.359, -4.238, -1.019], [0.481, -2.797, -0.578], [2.940, -2.928, -2.405], [2.847, -2.256, -0.767], [2.045, -1.434, -2.107], [-3.648, -2.680, -1.877], [-4.547, -0.745, -0.540], [-2.944, 0.997, 0.254], [0.237, -0.918, -1.411], [0.795, -2.345, 1.990], [1.202, -1.178, 3.236], [1.174, -1.603, 4.535], [1.563, -0.752, 5.586], [2.097, 0.496, 5.216], [2.133, 0.902, 3.908], [2.917, 2.439, 3.563], [1.563, 0.172, 2.755], [1.422, 0.609, 1.572], [0.852, -2.619, 4.737], [1.575, -1.090, 6.615], [2.517, 1.157, 5.968]],
  "forces_ev_per_a": [[0.517, 0.324, -0.094], [-0.062, -0.041, 0.026], [0.040, -0.023, 0.013], [0.078, -0.004, 0.012], [-0.348, -0.397, 0.108], [0.334, 0.382, -0.213], [0.120, -0.423, -0.224], [-0.720, 0.158, -0.157], [0.293, -0.047, 0.401], [0.050, -0.031, -0.035], [-0.276, 0.189, 0.048], [-0.021, -0.022, -0.013], [0.015, 0.016, 0.003], [-0.008, 0.030, 0.009], [-0.079, 0.007, -0.003], [0.000, -0.012, 0.009], [0.145, -0.091, -0.059], [-0.018, 0.019, -0.099], [0.044, -0.452, 0.186], [-0.010, 0.201, 0.183], [0.035, 0.074, -0.088], [0.021, -0.014, 0.034], [0.003, 0.016, -0.033], [-0.003, -0.004, 0.012], [0.016, 0.009, -0.022], [-0.079, 0.096, 0.008], [-0.090, 0.049, 0.040], [0.004, -0.003, -0.010], [-0.001, 0.006, -0.004], [0.004, 0.002, -0.011], [-0.005, 0.000, 0.012], [0.003, -0.014, 0.014], [0.021, -0.006, -0.016], [-0.133, 0.041, -0.013], [0.079, -0.088, 0.095], [0.011, -0.024, 0.020], [0.052, -0.237, -0.185], [0.051, 0.060, 0.056], [-0.186, 0.114, 0.091], [0.173, 0.009, -0.016], [-0.023, 0.080, 0.041], [0.048, 0.017, 0.042], [-0.114, -0.191, -0.036], [0.007, 0.196, -0.042], [0.007, 0.001, -0.003], [0.006, 0.003, -0.005], [-0.014, 0.001, -0.005], [-0.015, 0.003, 0.000], [0.000, 0.019, -0.009], [-0.017, 0.009, -0.014], [0.074, -0.049, -0.005], [0.005, -0.011, 0.006], [0.010, 0.028, -0.004], [0.023, -0.004, -0.002], [0.006, -0.011, -0.003], [-0.006, 0.000, -0.001], [-0.011, -0.022, 0.008], [-0.076, 0.029, 0.014], [-0.042, -0.046, -0.013], [-0.028, -0.217, 0.028], [0.073, 0.075, -0.008], [-0.070, -0.005, 0.049], [-0.073, -0.014, -0.097], [0.116, 0.080, 0.084], [-0.067, 0.077, -0.029], [0.241, -0.009, -0.304], [-0.163, 0.131, 0.190], [0.003, -0.017, 0.019], [0.037, -0.016, -0.002], [-0.004, -0.006, 0.015]],
  "lowdin_spin": [0.9836, 0.0004, -0.0005, -0.0021, 0.0002, 0.0022, 0.0009, 0.0074, 0.0006, 0.0002, -0.0001, 0.0002, -0.0001, -0.0004, 0.0000, 0.0000, -0.0002, 0.0028, 0.0014, 0.0097, 0.0002, 0.0001, -0.0001, 0.0000, -0.0003, -0.0001, -0.0087, 0.0000, 0.0000, 0.0000, -0.0003, 0.0000, 0.0000, 0.0000, 0.0000, 0.0000, -0.0001, 0.0000, -0.0003, -0.0008, -0.0012, -0.0033, -0.0069, 0.0012, 0.0000, 0.0000, 0.0000, 0.0000, 0.0000, 0.0000, 0.0000, 0.0000, 0.0000, 0.0001, -0.0001, -0.0002, -0.0007, 0.0005, -0.0013, 0.0005, -0.0001, -0.0014, -0.0006, -0.0004, 0.0014, 0.0025, 0.0139, 0.0002, -0.0002, -0.0001],
  "homo_lumo_gap_ev": [4.648, 4.545],
  "spin_multiplicity": 2,
  "charge": -2,
  "mol_weight_g_mol": 679.49,
  "energy_ev": -114286.2977,
  "e_lumo_ev": [4.50, 4.50],
  "e_homo_ev": [-0.1, 0.0],
  "e_above_lowest_ev": 0.000,
  "largest_force_ev_per_a": 0.8
}



3.
{
  "formula": "C29H27CsFIN5O3S3",
  "method": "ωB97M-V/def2-TZVPD",
  "elements": ["Cs", "C", "C", "S", "C", "C", "S", "C", "C", "S", "H", "H", "H", "H", "H", "H", "H", "H", "H", "H", "H", "H", "C", "C", "C", "C", "C", "C", "C", "F", "C", "C", "C", "O", "C", "C", "N", "C", "C", "O", "O", "H", "H", "H", "H", "H", "H", "H", "H", "H", "H", "H", "N", "C", "C", "C", "N", "C", "N", "I", "C", "C", "C", "C", "N", "C", "H", "H", "H", "H"],
  "xyz": [[0.228, -0.243, 1.132], [-1.431, 0.089, -3.102], [-2.817, 0.292, -2.497], [-2.897, -0.120, -0.734], [-3.728, 1.329, -0.038], [-3.090, 2.690, -0.294], [-1.397, 2.830, 0.339], [-0.443, 3.429, -1.081], [-0.568, 2.670, -2.397], [-0.048, 0.937, -2.299], [-1.452, 0.348, -4.163], [-1.152, -0.965, -3.040], [-3.522, -0.338, -3.043], [-3.155, 1.319, -2.628], [-3.739, 1.110, 1.031], [-4.767, 1.349, -0.375], [-3.706, 3.443, 0.201], [-3.081, 2.942, -1.354], [0.589, 3.369, -0.726], [-0.672, 4.483, -1.251], [0.051, 3.178, -3.140], [-1.591, 2.703, -2.771], [8.305, -0.280, 1.696], [7.990, 0.920, 0.812], [8.655, 2.167, 1.374], [8.361, 3.373, 0.504], [6.876, 3.546, 0.350], [6.329, 4.786, 0.118], [4.955, 4.922, -0.042], [4.462, 6.163, -0.269], [4.113, 3.853, 0.022], [4.644, 2.578, 0.263], [3.704, 1.433, 0.293], [2.496, 1.611, 0.105], [4.338, 0.160, 0.499], [5.678, 0.093, 0.655], [6.537, 1.153, 0.681], [6.025, 2.421, 0.440], [3.559, -1.152, 0.479], [3.697, -1.845, -0.545], [2.883, -1.405, 1.507], [9.378, -0.291, 1.893], [8.051, -1.232, 1.236], [7.779, -0.203, 2.649], [8.393, 0.738, -0.193], [9.729, 1.985, 1.437], [8.287, 2.336, 2.390], [8.819, 3.230, -0.481], [8.797, 4.279, 0.927], [6.965, 5.661, 0.056], [3.046, 3.957, -0.108], [6.137, -0.878, 0.762], [-2.656, -0.474, 2.609], [-3.199, -0.423, 3.633], [-3.883, -0.323, 4.852], [-4.642, 0.837, 5.116], [-5.270, 1.787, 5.323], [-3.822, -1.367, 5.799], [-3.774, -2.222, 6.576], [-2.575, -5.363, -3.267], [-1.027, -4.551, -2.127], [0.233, -5.134, -2.129], [1.220, -4.547, -1.359], [0.913, -3.406, -0.624], [-0.297, -2.853, -0.638], [-1.257, -3.417, -1.371], [0.434, -6.018, -2.718], [2.223, -4.948, -1.331], [1.677, -2.922, -0.024], [-2.231, -2.940, -1.339]],
  "forces_ev_per_a": [[-0.080, -0.074, 0.176], [0.055, -0.018, -0.007], [-0.082, 0.006, 0.012], [0.018, -0.006, 0.006], [-0.019, -0.069, -0.025], [0.002, 0.049, 0.025], [0.040, -0.027, 0.017], [-0.006, 0.000, 0.035], [-0.006, 0.016, -0.050], [0.016, -0.034, 0.009], [-0.037, 0.007, 0.000], [0.018, 0.010, 0.009], [0.006, 0.007, -0.015], [0.019, -0.001, -0.028], [0.002, 0.003, -0.006], [0.002, 0.035, -0.009], [0.016, 0.012, -0.005], [-0.025, -0.015, -0.006], [-0.005, -0.009, 0.014], [0.002, -0.002, -0.044], [0.003, 0.015, 0.015], [-0.001, 0.003, 0.001], [0.008, -0.012, -0.004], [-0.050, 0.005, -0.024], [0.010, -0.007, 0.028], [0.013, 0.007, -0.010], [-0.049, -0.018, 0.004], [0.005, -0.016, 0.001], [0.019, 0.039, 0.002], [-0.001, -0.012, -0.003], [0.022, -0.026, 0.014], [-0.143, 0.084, -0.035], [0.098, 0.200, -0.062], [0.030, -0.104, 0.115], [-0.009, -0.072, -0.067], [-0.018, -0.004, -0.013], [0.009, 0.085, 0.012], [0.095, -0.098, 0.009], [-0.013, -0.178, 0.075], [0.013, -0.020, 0.028], [-0.015, 0.135, -0.161], [-0.001, -0.001, 0.001], [0.003, 0.001, -0.001], [0.002, 0.003, 0.004], [0.012, 0.005, 0.003], [-0.001, 0.006, 0.000], [0.001, -0.003, 0.000], [0.000, 0.002, 0.004], [-0.003, 0.001, 0.001], [-0.020, 0.015, -0.002], [-0.006, -0.007, 0.004], [-0.014, -0.004, 0.004], [0.104, 0.014, 0.006], [-0.062, 0.038, -0.038], [0.008, 0.015, 0.023], [-0.037, -0.002, 0.007], [0.018, 0.009, -0.013], [0.011, -0.021, -0.010], [0.000, 0.002, -0.001], [-0.019, -0.004, -0.012], [-0.037, -0.063, -0.067], [-0.005, 0.049, 0.035], [-0.001, 0.023, -0.007], [0.073, -0.043, -0.030], [-0.127, 0.045, 0.036], [0.150, 0.059, 0.080], [-0.011, -0.003, -0.006], [0.004, 0.011, 0.013], [0.023, -0.012, -0.045], [-0.026, -0.034, -0.022]],
  "mulliken_charge": [1.1550, -0.6697, -1.0565, 0.0645, -0.6666, -0.8220, -0.1312, -0.0073, -0.9509, -0.0071, 0.4520, 0.2649, 0.5356, 0.4660, 0.1142, 0.3980, 0.5219, 0.3535, -0.3258, 0.4995, 0.5118, 0.4077, -1.7880, 0.5596, -1.0023, -1.0317, 1.0644, -0.7794, 0.2939, -0.3691, -1.1833, 0.0262, 1.0483, -0.5765, 0.4278, -0.1763, 0.2092, -0.3483, -0.2822, -0.7736, -0.7870, 0.4392, 0.5185, 0.3783, 0.0976, 0.3754, 0.3236, 0.3145, 0.4362, 0.4909, 0.5406, 0.3935, -0.4953, 0.2030, 0.0660, 0.1906, -0.5359, 0.1985, -0.5490, 0.0529, -0.2510, -0.1810, -0.7309, -0.0542, 0.0243, -0.3451, 0.3812, 0.4206, 0.2639, 0.3936],
  "homo_lumo_gap_ev": 6.526,
  "charge": -1,
  "mol_weight_g_mol": 868.57,
  "energy_ev": -87979.9410,
  "e_lumo_ev": 1.71,
  "e_homo_ev": -4.8,
  "e_above_lowest_ev": 0.126,
  "largest_force_ev_per_a": 0.2
}